(1)
{
  "formula": "C22H23AuNO6PS3Se2Si",
  "method": "the ωB97M-V functional and the def2-TZVPD basis",
  "charge": -2,
  "s_squared": 2.0144,
  "homo_lumo_gap_ev": [6.4, 5.7],
  "fmax_ha_per_bohr": 0.0207,
  "spin_multiplicity": 3,
  "symbols": ["Au", "Se", "P", "Se", "C", "C", "C", "C", "C", "C", "C", "C", "C", "C", "C", "C", "H", "H", "H", "H", "H", "H", "H", "H", "H", "H", "O", "S", "O", "O", "O", "C", "Si", "C", "C", "H", "H", "H", "H", "H", "H", "H", "H", "H", "O", "S", "O", "N", "C", "S", "C", "C", "C", "C", "C", "C", "H", "H", "H", "H"],
  "coordinates": [[-1.064596, -0.466749, 0.950855], [-2.847526, 1.200049, 1.246837], [-1.953513, -2.504279, 1.708198], [-0.749925, -4.178465, 1.203988], [-3.686796, -2.828298, 1.177403], [-4.023591, -4.052485, 0.605798], [-5.321543, -4.311020, 0.189850], [-6.309119, -3.348924, 0.341782], [-5.980235, -2.120324, 0.894902], [-4.679220, -1.855520, 1.296903], [-2.079874, -2.342182, 3.531654], [-1.267812, -3.120982, 4.350203], [-1.279745, -2.950694, 5.725397], [-2.105196, -1.998763, 6.301298], [-2.917390, -1.218411, 5.493316], [-2.900462, -1.379437, 4.117436], [-3.255631, -4.805250, 0.488007], [-5.561842, -5.269258, -0.256092], [-7.323596, -3.550835, 0.017082], [-6.738214, -1.353803, 1.007366], [-4.439005, -0.867737, 1.666880], [-0.621720, -3.859627, 3.895466], [-0.620175, -3.545955, 6.345893], [-2.094369, -1.844415, 7.373893], [-3.547986, -0.452930, 5.929653], [-3.496516, -0.718212, 3.504502], [0.125378, 1.138970, -1.870196], [0.851937, -0.095340, -1.130452], [2.091205, -0.312806, -1.825288], [1.013435, 0.341230, 0.263858], [-0.122561, -1.170706, -1.235964], [0.544452, 3.414691, -0.010329], [0.631240, 2.721640, -1.749622], [-0.607857, 3.582068, -2.890270], [2.359681, 2.935671, -2.495215], [0.843395, 4.464605, 0.036476], [1.191407, 2.839749, 0.651472], [-0.469782, 3.325825, 0.387511], [-0.381942, 4.650930, -2.948483], [-1.630313, 3.463959, -2.526084], [-0.561553, 3.165816, -3.899122], [2.328894, 3.576448, -3.380204], [2.746988, 1.956275, -2.777156], [3.060134, 3.373178, -1.781323], [4.276900, 3.299224, 4.105426], [3.440427, 2.509311, 4.976876], [3.319577, 2.999589, 6.332791], [1.974614, 2.199753, 4.330598], [1.773057, 0.905897, 4.175552], [0.343427, 0.170291, 3.687560], [2.952208, 0.051058, 4.525254], [3.075635, -1.324361, 4.412887], [4.268356, -1.913314, 4.812293], [5.312825, -1.145332, 5.319382], [5.189440, 0.235148, 5.425506], [4.003828, 0.806284, 5.014679], [2.252302, -1.905058, 4.016436], [4.391616, -2.986391, 4.724785], [6.232200, -1.627831, 5.630690], [5.998585, 0.844090, 5.810301]],
  "forces_ev_per_a": [[-0.68, -0.43, 0.70], [0.02, 0.23, 0.05], [-0.06, 0.03, 0.20], [0.23, -0.07, -0.12], [-0.06, 0.12, -0.14], [-0.01, -0.05, 0.05], [-0.07, 0.03, 0.03], [0.01, -0.03, -0.02], [-0.05, 0.02, 0.02], [-0.03, -0.02, -0.03], [0.00, 0.01, 0.09], [-0.06, -0.07, -0.03], [0.01, 0.02, 0.03], [0.02, 0.01, 0.06], [-0.07, 0.06, 0.00], [0.06, -0.03, -0.02], [0.06, 0.02, 0.01], [0.02, 0.00, 0.01], [0.00, 0.01, 0.01], [0.02, 0.01, -0.02], [0.04, -0.03, 0.03], [0.03, 0.02, -0.03], [-0.01, -0.01, -0.01], [-0.02, -0.01, 0.00], [0.02, 0.00, 0.00], [0.03, 0.04, -0.02], [0.23, -0.35, 0.27], [0.08, -0.45, -0.69], [0.15, 0.13, -0.08], [0.06, 0.22, -0.02], [0.20, 0.07, -0.28], [-0.11, -0.30, -0.21], [0.00, 0.98, -0.22], [0.16, -0.05, 0.21], [-0.21, -0.11, 0.19], [0.03, 0.00, -0.13], [0.05, 0.01, 0.05], [0.00, -0.02, -0.03], [-0.03, 0.00, -0.01], [0.02, 0.00, 0.05], [0.05, -0.01, 0.01], [-0.03, -0.02, 0.00], [0.02, -0.03, -0.04], [-0.04, 0.00, 0.03], [-0.04, -0.08, -0.10], [-0.02, -0.20, 0.11], [-0.01, -0.06, -0.02], [0.41, 0.18, 0.20], [-0.48, -0.17, -0.23], [-0.01, 0.17, 0.11], [0.34, -0.03, 0.11], [0.03, -0.03, 0.02], [-0.02, -0.02, -0.01], [0.04, 0.04, 0.02], [0.13, 0.11, 0.04], [-0.40, 0.13, -0.16], [-0.02, 0.04, -0.01], [-0.01, 0.01, 0.00], [0.00, 0.01, -0.01], [-0.01, -0.01, 0.00]],
  "lowdin_charge": [0.3907, 0.0895, 0.3895, 0.2250, -0.3740, -0.1314, -0.1035, -0.1154, -0.0964, -0.1313, -0.4220, -0.1469, -0.0994, -0.1064, -0.0962, -0.1275, 0.0235, 0.0922, 0.0889, 0.0964, -0.0185, 0.0302, 0.0950, 0.0921, 0.0979, 0.0456, -0.3347, 0.3236, -0.3068, -0.4262, -0.3929, -0.1565, 0.4130, -0.1710, -0.1541, 0.0294, 0.0301, 0.0047, 0.0203, 0.0259, 0.0235, 0.0165, 0.0151, 0.0278, -0.3386, 0.6074, -0.3456, -0.1168, -0.8502, 0.6227, -0.2382, -0.0329, -0.0868, -0.1039, -0.0612, -0.2180, 0.0931, 0.0947, 0.0896, 0.1093]
}



(2)
{
  "formula": "C22H23BF5N6O2ReSSbSe4",
  "method": "the ωB97M-V functional and the def2-TZVPD basis",
  "charge": 1,
  "homo_lumo_gap_ev": [6.1, 5.8],
  "fmax_ha_per_bohr": 0.0191,
  "symbols": ["Re", "C", "C", "C", "C", "C", "N", "N", "B", "N", "N", "C", "C", "C", "C", "C", "N", "N", "C", "C", "C", "C", "C", "H", "H", "H", "H", "H", "H", "H", "H", "H", "H", "H", "H", "H", "H", "H", "H", "H", "H", "H", "H", "H", "H", "O", "C", "O", "H", "F", "C", "C", "F", "C", "F", "C", "S", "C", "F", "C", "F", "Se", "Sb", "Se", "Se", "Se"],
  "coordinates": [[1.394444, -1.633712, 0.285753], [-0.064869, -2.505868, -2.812423], [-0.837944, -1.625499, -1.895857], [-2.087532, -1.055535, -2.100448], [-2.367440, -0.309106, -0.963130], [-3.589771, 0.474452, -0.631208], [-1.317609, -0.413799, -0.139311], [-0.372648, -1.213768, -0.702343], [-1.162188, -0.024094, 1.335079], [-1.014680, -1.344826, 2.131561], [-0.028487, -2.255609, 1.838149], [-0.218822, -3.308821, 2.664929], [0.601940, -4.553167, 2.698376], [-1.312169, -3.059180, 3.478762], [-1.790587, -1.811468, 3.114163], [-2.951132, -1.058807, 3.668412], [0.134735, 0.777206, 1.563580], [1.316782, 0.178448, 1.235177], [2.316947, 0.959256, 1.705969], [3.756022, 0.644711, 1.510206], [1.757735, 2.070885, 2.309578], [0.375837, 1.922372, 2.207995], [-0.682578, 2.840982, 2.711504], [-0.750516, -3.117529, -3.396303], [0.527264, -1.908351, -3.512347], [0.611075, -3.165492, -2.272089], [-2.720131, -1.179373, -2.962782], [-4.362376, 0.277226, -1.370857], [-3.976832, 0.208480, 0.351607], [-3.379133, 1.542097, -0.630049], [-2.113111, 0.582570, 1.703965], [0.634602, -5.039806, 1.725392], [1.615951, -4.352414, 3.044563], [0.149593, -5.247634, 3.402330], [-1.710315, -3.709181, 4.238696], [-3.402939, -1.630434, 4.475306], [-2.642115, -0.090881, 4.062740], [-3.709540, -0.883827, 2.905306], [3.967306, -0.413124, 1.654676], [4.075337, 0.919269, 0.499605], [4.353338, 1.222072, 2.212691], [2.285708, 2.889479, 2.767600], [-0.429288, 3.183283, 3.713663], [-0.747213, 3.718481, 2.067901], [-1.659601, 2.367126, 2.736488], [2.881579, -2.643978, 1.411692], [2.684867, -3.722772, 0.774300], [1.788742, -3.714208, -0.112779], [3.264679, -4.620807, 0.993601], [-3.049525, 4.807219, -4.252129], [-1.944123, 4.243132, -3.790700], [-1.899584, 3.751709, -2.498005], [-2.971506, 3.841467, -1.709077], [-0.739024, 3.171644, -2.029893], [-0.722053, 2.712980, -0.769868], [0.406796, 3.056852, -2.810422], [1.791977, 2.340597, -1.963689], [0.330260, 3.538254, -4.110889], [1.359435, 3.444887, -4.942361], [-0.825595, 4.131367, -4.594783], [-0.859320, 4.587093, -5.838301], [3.036026, -0.713339, -5.388128], [4.341879, 0.278736, -3.738740], [2.626642, -0.859015, -1.390013], [6.397489, -0.198176, -2.766125], [3.627312, 2.699265, -3.106270]],
  "forces_ev_per_a": [[0.50, 0.54, -0.65], [0.01, -0.01, -0.01], [0.01, 0.05, -0.05], [-0.02, -0.01, 0.00], [-0.01, -0.04, -0.02], [0.00, -0.05, -0.02], [0.08, 0.18, 0.02], [-0.07, -0.22, 0.13], [0.04, -0.05, 0.12], [0.00, -0.07, 0.02], [0.01, -0.04, 0.06], [-0.04, 0.03, 0.00], [0.01, 0.01, 0.01], [0.02, -0.03, 0.00], [0.00, 0.04, -0.01], [-0.01, 0.00, -0.01], [-0.08, 0.08, -0.23], [-0.21, -0.24, 0.36], [-0.06, 0.11, -0.05], [0.01, 0.00, -0.01], [0.02, -0.03, -0.03], [0.05, -0.05, 0.05], [-0.01, -0.02, -0.03], [0.00, 0.02, -0.02], [0.02, 0.00, 0.02], [-0.03, -0.02, 0.00], [-0.01, -0.01, 0.01], [0.01, 0.01, -0.01], [-0.01, 0.00, -0.01], [0.01, 0.08, 0.02], [0.01, 0.00, 0.02], [0.00, 0.00, 0.00], [0.01, 0.00, -0.01], [0.00, 0.00, 0.00], [0.00, 0.00, 0.00], [0.00, 0.00, 0.00], [0.00, 0.00, 0.00], [0.00, 0.00, 0.00], [0.01, 0.00, 0.01], [0.00, -0.01, 0.00], [0.00, 0.00, -0.01], [0.00, 0.00, 0.01], [0.01, 0.00, 0.00], [-0.01, 0.02, -0.03], [0.01, 0.00, 0.00], [-0.16, 0.04, 0.09], [0.06, -0.06, -0.05], [-0.26, -0.04, 0.20], [0.03, 0.02, -0.04], [-0.01, -0.01, -0.01], [-0.03, 0.00, 0.00], [-0.04, -0.01, 0.05], [0.05, -0.01, -0.01], [-0.03, 0.07, -0.09], [-0.01, -0.04, 0.12], [0.01, -0.04, -0.05], [0.02, -0.05, -0.01], [-0.07, -0.06, 0.05], [0.08, -0.01, -0.11], [0.00, 0.00, 0.00], [0.00, 0.01, -0.05], [-0.09, -0.02, 0.07], [0.11, 0.37, -0.46], [-0.11, -0.31, 0.35], [-0.04, 0.01, 0.02], [0.18, -0.12, 0.25]],
  "lowdin_charge": [1.2954, -0.0334, -0.2976, 0.0497, -0.2396, 0.0121, 0.0453, -0.1113, -0.4928, 0.0411, -0.0307, -0.2800, -0.0149, 0.0398, -0.2415, 0.0019, 0.0518, -0.1120, -0.3048, -0.0308, 0.0481, -0.2375, 0.0113, 0.0961, 0.0565, 0.0531, 0.1255, 0.0945, 0.0804, 0.0773, 0.1147, 0.0825, 0.0847, 0.0928, 0.1248, 0.0906, 0.0900, 0.0865, 0.0640, 0.0671, 0.0957, 0.1280, 0.0954, 0.0955, 0.0681, -0.1514, -0.4741, -0.1505, 0.1646, 0.1544, -0.1317, -0.1377, 0.1265, -0.2455, 0.0720, -0.4278, 0.4528, -0.2233, 0.0655, -0.1344, 0.1516, 0.0267, -0.0389, 0.4740, 0.0292, 0.2643]
}